ORCA calculation (ωB97M-V/def2-TZVPD) on a molecular structure, C47H51BCrF5N6O2PS3 at a distorted geometry.

Results
* ⟨S²⟩: 6.108
* orbital gap (spin up / spin down): 5.42 / 7.39 eV
* energy relative to the best compared isomer or geometry (same formula, charge and spin): 2.2627 eV
* total charge: 0
* electronic energy: -5405.17032 hartree
* multiplicity: 5
* F_max: 2.93 eV Å⁻¹
* LUMO level (spin up / spin down): -0.8 / -0.9 eV

XYZ file:
```
117
C47H51BCrF5N6O2PS3 ωB97M-V/def2-TZVPD
Cr 9.219 14.667 13.170
C 12.771 14.257 9.072
C 12.052 13.006 9.554
C 11.866 11.945 8.756
C 11.109 10.848 9.180
N 10.588 10.770 10.426
N 10.710 11.866 11.209
B 10.394 11.635 12.661
N 9.213 11.169 13.190
N 9.335 10.456 14.313
C 8.308 10.343 15.107
C 7.048 10.795 14.645
C 6.859 11.606 13.506
C 5.487 12.164 13.265
C 8.034 11.827 12.821
S 8.212 13.202 11.706
C 8.462 9.736 16.507
C 7.489 8.590 16.613
C 8.216 10.776 17.577
C 9.876 9.312 16.690
N 11.623 11.767 13.528
N 12.716 11.379 12.867
C 13.882 11.489 13.507
C 14.042 12.025 14.801
C 12.874 12.404 15.421
C 12.952 13.049 16.743
C 11.627 12.416 14.721
S 10.328 13.382 15.212
C 15.132 11.277 12.585
C 15.013 10.026 11.666
C 15.259 12.546 11.700
C 16.425 11.127 13.355
C 11.379 13.011 10.848
S 11.498 14.317 11.973
C 10.820 9.665 8.219
C 10.034 10.383 6.999
C 9.923 8.611 8.804
C 12.160 8.966 7.783
H 13.157 14.115 8.058
H 13.568 14.641 9.687
H 12.036 15.080 9.068
H 12.368 11.933 7.760
H 6.257 10.833 15.370
H 4.780 11.431 13.718
H 5.425 12.188 12.167
H 5.429 13.207 13.616
H 6.454 8.903 16.721
H 7.656 8.106 17.585
H 7.551 7.902 15.782
H 7.180 11.090 17.565
H 8.795 11.667 17.400
H 8.408 10.348 18.565
H 10.169 8.427 16.100
H 10.007 9.115 17.766
H 10.587 10.136 16.456
H 14.993 12.174 15.239
H 13.632 12.433 17.371
H 12.018 13.188 17.304
H 13.368 14.062 16.622
H 14.136 10.118 10.991
H 14.884 9.104 12.220
H 15.924 9.997 11.050
H 14.452 12.761 10.974
H 16.187 12.562 11.135
H 15.189 13.380 12.377
H 16.413 10.267 13.967
H 16.591 12.043 13.938
H 17.351 11.049 12.785
H 9.217 11.001 7.347
H 9.585 9.628 6.374
H 10.676 11.055 6.456
H 8.974 9.017 9.114
H 10.361 8.207 9.744
H 9.743 7.842 8.041
H 12.972 9.713 7.507
H 11.942 8.447 6.810
H 12.576 8.279 8.495
O 7.439 15.498 16.648
C 7.834 15.692 15.530
O 7.900 14.811 14.578
C 8.331 17.096 15.097
P 9.991 16.863 14.368
C 10.307 18.393 13.438
C 9.504 19.560 13.502
C 9.867 20.745 12.832
C 10.990 20.768 12.031
C 11.724 19.602 11.901
C 11.434 18.430 12.624
C 10.975 17.203 15.939
C 10.448 16.769 17.177
C 11.238 16.744 18.324
C 12.531 17.221 18.266
C 13.041 17.656 17.066
C 12.307 17.680 15.922
H 8.338 17.709 15.956
H 7.704 17.467 14.294
H 8.614 19.559 14.109
H 9.228 21.623 12.928
H 11.250 21.645 11.375
H 12.597 19.597 11.229
H 12.074 17.542 12.696
H 9.442 16.354 17.300
H 10.827 16.377 19.280
H 13.148 17.232 19.109
H 14.086 18.037 17.118
H 12.669 18.077 15.009
F 6.352 15.981 12.847
C 7.130 16.667 12.059
C 8.446 16.216 11.876
C 9.155 16.927 10.901
F 10.386 16.548 10.649
C 8.646 18.030 10.177
F 9.488 18.749 9.455
C 7.353 18.429 10.395
F 6.908 19.435 9.655
C 6.597 17.785 11.364
F 5.332 18.181 11.534
```

ORCA calculation (ωB97M-V/def2-TZVPD) on a molecular structure, C47H52BiI2N10O4S2Se.

Results
* orbital gap: 6.09 eV
* energy relative to the best compared isomer or geometry (same formula, charge and spin): 0.0000 eV
* total charge: -1
* electronic energy: -6678.68727 hartree
* multiplicity: 1
* F_max: 0.50 eV Å⁻¹
* LUMO level: 1.3 eV

XYZ file:
```
119
C47H52BiI2N10O4S2Se ωB97M-V/def2-TZVPD
Bi 0.512 1.345 -0.177
N 3.969 2.885 -0.868
C 3.764 3.432 -1.865
I 3.348 4.659 -3.492
I 2.669 6.791 -5.731
O 2.991 -0.342 -1.094
C 2.777 -1.521 -1.612
C 3.274 -2.696 -0.999
C 3.037 -3.942 -1.541
C 2.304 -4.090 -2.722
C 1.812 -2.957 -3.340
C 2.036 -1.688 -2.813
C 1.360 -0.520 -3.435
O 0.485 -0.610 -4.275
O 1.782 0.671 -3.002
H 2.457 0.466 -2.249
H 3.849 -2.587 -0.085
H 3.423 -4.822 -1.041
H 2.112 -5.071 -3.137
H 1.218 -3.032 -4.243
N -1.289 2.608 -0.391
C -1.554 3.579 -1.362
C -0.504 3.996 -2.189
C -0.695 4.961 -3.162
C -1.944 5.545 -3.335
C -2.993 5.137 -2.527
C -2.811 4.164 -1.552
H 0.483 3.550 -2.083
H 0.134 5.263 -3.792
H -2.088 6.301 -4.095
H -3.976 5.574 -2.653
H -3.649 3.842 -0.947
C 3.408 2.771 3.841
N 1.963 2.851 3.921
C 1.121 3.202 2.920
Se 1.632 3.640 1.190
N -0.128 3.172 3.411
C -0.117 2.701 4.710
C -1.136 2.408 5.601
C -0.761 1.924 6.843
C 0.586 1.742 7.182
C 1.603 2.034 6.288
C 1.222 2.515 5.044
H 3.707 2.975 2.816
H 3.729 1.767 4.118
H 3.859 3.503 4.510
H -0.958 3.227 2.815
H -2.175 2.539 5.329
H -1.525 1.677 7.568
H 0.837 1.359 8.161
H 2.643 1.884 6.544
C -2.969 -3.863 -6.057
C -3.919 -3.924 -4.869
N -3.388 -3.261 -3.680
C -3.975 -1.975 -3.321
C -3.617 -0.864 -4.301
C -2.469 -3.955 -2.958
O -2.159 -5.102 -3.254
C -1.787 -3.298 -1.794
C -1.476 -4.073 -0.685
C -0.705 -3.520 0.320
C -0.275 -2.209 0.179
N -0.566 -1.455 -0.875
C -1.293 -2.003 -1.846
H -3.424 -4.340 -6.927
H -2.047 -4.390 -5.818
H -2.721 -2.834 -6.316
H -4.114 -4.966 -4.616
H -4.872 -3.445 -5.106
H -3.654 -1.708 -2.319
H -5.063 -2.101 -3.281
H -2.535 -0.736 -4.372
H -4.054 0.081 -3.977
H -4.001 -1.081 -5.299
H -1.806 -5.104 -0.647
H -0.418 -4.096 1.189
H 0.338 -1.750 0.947
H -1.442 -1.388 -2.723
S 5.328 -2.246 3.803
C 4.085 -1.217 3.035
C 4.450 -0.328 2.041
C 3.470 0.472 1.462
N 2.192 0.407 1.831
C 1.845 -0.453 2.791
C 2.753 -1.271 3.436
C 5.017 -3.771 2.925
C 5.879 -4.170 1.916
C 5.633 -5.376 1.274
N 4.610 -6.173 1.569
C 3.785 -5.772 2.533
C 3.946 -4.593 3.244
H 5.472 -0.264 1.695
H 3.724 1.192 0.692
H 0.794 -0.460 3.066
H 2.430 -1.927 4.233
H 6.718 -3.551 1.630
H 6.286 -5.710 0.476
H 2.954 -6.432 2.755
H 3.258 -4.331 4.035
C -3.998 3.270 2.004
N -2.628 3.200 1.520
C -2.056 4.542 1.387
C -2.268 2.169 0.547
S -1.217 0.757 1.510
N -3.418 1.514 -0.029
C -4.106 0.530 0.802
C -3.197 0.919 -1.341
H -4.086 4.160 2.625
H -4.265 2.420 2.628
H -4.729 3.343 1.190
H -2.655 5.195 0.745
H -1.052 4.497 0.982
H -2.006 4.995 2.382
H -3.968 0.720 1.860
H -3.710 -0.475 0.612
H -5.175 0.541 0.578
H -2.872 1.646 -2.077
H -4.154 0.509 -1.671
H -2.467 0.099 -1.293
```

ORCA calculation (ωB97M-V/def2-TZVPD) on a molecular structure, C47H52Br3IN6Ti.

Results
* ⟨S²⟩: 2.079
* orbital gap (spin up / spin down): 3.77 / 5.59 eV
* total charge: -2
* electronic energy: -11020.10818 hartree
* multiplicity: 3
* F_max: 0.94 eV Å⁻¹
* LUMO level (spin up / spin down): 3.9 / 3.9 eV

XYZ file:
```
110
C47H52Br3IN6Ti ωB97M-V/def2-TZVPD
Ti 0.704 -0.253 0.011
C 4.123 4.818 0.967
C 2.924 4.601 1.899
C 1.900 3.708 1.269
C 0.761 4.091 0.579
C 0.230 5.476 0.377
C -0.908 5.777 1.364
C 0.129 2.900 0.147
C -1.015 2.867 -0.663
C -1.587 1.733 -1.173
C -2.706 1.722 -2.090
C -3.464 2.934 -2.527
C -4.387 3.447 -1.412
C -2.947 0.419 -2.393
C -2.015 -0.365 -1.613
C -2.090 -1.728 -1.441
C -1.521 -2.378 -0.338
N -0.654 -1.790 0.543
C -0.627 -2.605 1.647
C 0.223 -2.440 2.745
C 1.226 -1.518 2.810
N 1.374 -0.453 1.946
C 2.511 0.213 2.366
C 2.808 1.497 2.014
C 1.915 2.294 1.265
N 0.841 1.801 0.570
C 3.161 -0.535 3.421
C 2.332 -1.562 3.740
C 2.529 -2.620 4.777
C 3.092 -3.912 4.167
C 4.512 -0.222 3.983
C 4.446 0.616 5.265
C -1.470 -3.731 1.450
C -1.989 -3.619 0.178
C -2.910 -4.577 -0.511
C -4.370 -4.413 -0.070
C -1.688 -4.837 2.436
C -0.507 -5.819 2.466
N -1.179 0.451 -0.900
C -4.002 -0.130 -3.301
C -5.390 -0.133 -2.650
H 4.878 5.459 1.434
H 3.794 5.282 0.036
H 4.582 3.862 0.713
H 2.465 5.566 2.135
H 3.269 4.164 2.840
H -0.135 5.593 -0.648
H 1.033 6.204 0.522
H -1.692 5.027 1.258
H -1.343 6.767 1.198
H -0.531 5.730 2.387
H -1.427 3.821 -0.964
H -4.061 2.695 -3.411
H -2.771 3.731 -2.804
H -5.123 2.689 -1.139
H -4.917 4.351 -1.725
H -3.803 3.675 -0.520
H -2.770 -2.299 -2.060
H 0.163 -3.180 3.532
H 3.683 1.973 2.435
H 1.574 -2.835 5.266
H 3.213 -2.259 5.551
H 2.540 -4.177 3.264
H 3.034 -4.736 4.884
H 4.134 -3.776 3.876
H 5.088 0.320 3.230
H 5.037 -1.158 4.190
H 3.924 1.554 5.072
H 5.446 0.845 5.641
H 3.901 0.079 6.044
H -2.582 -5.600 -0.302
H -2.843 -4.436 -1.592
H -4.459 -4.563 1.007
H -5.020 -5.132 -0.576
H -4.716 -3.404 -0.299
H -2.599 -5.383 2.177
H -1.836 -4.412 3.434
H -0.474 -6.400 1.544
H -0.594 -6.507 3.312
H 0.436 -5.278 2.534
H -3.738 -1.149 -3.590
H -4.038 0.471 -4.216
H -5.363 -0.677 -1.705
H -6.128 -0.606 -3.304
H -5.717 0.887 -2.446
Br -0.907 4.040 -5.849
C -0.021 2.899 -4.585
C 0.902 3.457 -3.700
C 1.410 2.597 -2.729
N 1.148 1.307 -2.643
C 0.346 0.753 -3.603
C -0.320 1.570 -4.556
C 0.245 -0.668 -3.638
C -0.087 -1.324 -4.857
C -0.050 -2.685 -4.900
Br -0.432 -3.582 -6.556
C 0.319 -3.436 -3.785
C 0.631 -2.716 -2.636
N 0.600 -1.396 -2.527
H 1.181 4.499 -3.735
H 2.100 3.001 -1.996
H -1.070 1.152 -5.213
H -0.309 -0.743 -5.740
H 0.389 -4.512 -3.798
H 0.931 -3.263 -1.747
Br 2.209 -3.551 0.314
I 4.136 0.997 -1.126
C 2.733 -0.596 -0.611
H 3.298 -1.083 0.175
H 2.787 -1.220 -1.494
```

ORCA calculation (ωB97M-V/def2-TZVPD) on a molecular structure, C47H52ClGeN3O2TeW at a distorted geometry.

Results
* ⟨S²⟩: 0.761
* orbital gap (spin up / spin down): 5.09 / 4.94 eV
* energy relative to the best compared isomer or geometry (same formula, charge and spin): 3.3198 eV
* total charge: +3
* electronic energy: -5008.15277 hartree
* multiplicity: 2
* F_max: 3.36 eV Å⁻¹
* LUMO level (spin up / spin down): -10.9 / -11.0 eV

XYZ file:
```
108
C47H52ClGeN3O2TeW ωB97M-V/def2-TZVPD
W 0.051 0.437 -0.161
Cl -1.796 -3.489 5.676
C -1.312 -2.364 4.484
C -0.941 -1.071 4.860
C -0.524 -0.160 3.899
C -0.484 -0.540 2.577
O -0.042 0.307 1.608
C -0.869 -1.835 2.157
C -0.862 -2.278 0.802
N -0.579 -1.550 -0.262
C -0.690 -2.131 -1.555
C -1.069 -3.421 -1.868
C -1.130 -3.844 -3.202
C -0.819 -2.993 -4.229
C -0.435 -1.665 -3.951
C -0.060 -0.731 -4.938
C 0.277 0.554 -4.578
C 0.240 0.923 -3.241
N -0.071 0.058 -2.264
C -0.392 -1.238 -2.609
C -1.282 -2.737 3.152
H -0.963 -0.791 5.904
H -0.227 0.846 4.168
H -1.139 -3.313 0.643
H -1.322 -4.136 -1.098
H -1.414 -4.865 -3.415
H -0.857 -3.325 -5.259
H -0.037 -1.040 -5.977
H 0.564 1.286 -5.319
H 0.457 1.933 -2.923
H -1.572 -3.742 2.869
C -6.040 -0.333 5.403
C -5.406 0.014 4.093
C -5.100 -0.975 3.157
C -4.449 -0.686 1.969
C -4.234 -1.772 0.951
C -4.113 0.650 1.736
Te -2.627 1.128 0.228
N 0.028 2.247 -0.550
C -0.063 2.988 0.561
O -1.056 2.967 1.324
C 1.128 3.830 0.933
C 1.173 5.194 0.691
C 2.308 5.901 1.066
C 3.373 5.247 1.666
C 3.318 3.880 1.907
C 2.189 3.166 1.543
C -3.106 1.770 -1.777
C -2.772 3.096 -2.037
C -2.789 3.552 -3.344
C -3.150 2.683 -4.365
C -3.520 1.377 -4.079
C -3.510 0.886 -2.775
C -3.975 -0.512 -2.476
C -4.473 1.696 2.594
C -4.246 3.152 2.299
C -5.117 1.338 3.772
H -5.999 -1.402 5.600
H -7.090 -0.030 5.404
H -5.558 0.202 6.221
H -5.393 -2.001 3.353
H -4.202 -2.754 1.420
H -3.308 -1.618 0.388
H -5.060 -1.767 0.237
H 0.340 5.696 0.214
H 2.354 6.968 0.895
H 4.252 5.806 1.957
H 4.148 3.371 2.380
H 2.103 2.109 1.763
H -2.510 3.769 -1.229
H -2.532 4.580 -3.561
H -3.161 3.032 -5.389
H -3.848 0.719 -4.875
H -3.852 -1.168 -3.337
H -5.034 -0.506 -2.211
H -3.422 -0.936 -1.634
H -3.645 3.299 1.400
H -3.752 3.651 3.132
H -5.203 3.651 2.139
H -5.400 2.124 4.464
C 2.973 -2.875 -4.398
C 3.126 -2.054 -3.121
C 2.831 -2.882 -1.871
C 3.171 -2.165 -0.570
Ge 2.458 -0.327 -0.195
C 3.294 1.092 -1.363
C 4.814 1.111 -1.235
C 5.431 2.254 -2.054
C 6.952 2.250 -1.940
H 3.151 -2.267 -5.286
H 1.973 -3.308 -4.463
H 3.692 -3.694 -4.410
H 2.446 -1.190 -3.145
H 4.144 -1.661 -3.060
H 3.431 -3.797 -1.914
H 1.783 -3.196 -1.882
H 4.252 -2.013 -0.506
H 2.896 -2.778 0.292
H 3.237 -0.120 1.124
H 2.875 2.058 -1.070
H 3.007 0.907 -2.403
H 5.231 0.160 -1.577
H 5.103 1.237 -0.187
H 5.032 3.205 -1.691
H 5.133 2.138 -3.099
H 7.272 2.383 -0.906
H 7.375 3.066 -2.525
H 7.374 1.318 -2.317
```

Which of these has the lowest total charge?
C47H52Br3IN6Ti